[1]
{"formula": "C52H40ClN6OPtS3", "method": "ωB97M-V with the def2-TZVPD basis set", "total_charge": 1, "homo_lumo_gap_ev": 5.8, "e_lumo_ev": -2.92, "elements": ["Pt", "Cl", "C", "C", "C", "C", "O", "C", "C", "N", "C", "C", "C", "C", "C", "C", "C", "C", "N", "C", "C", "H", "H", "H", "H", "H", "H", "H", "H", "H", "H", "N", "S", "N", "S", "N", "S", "N", "C", "C", "C", "C", "C", "C", "C", "C", "C", "C", "C", "C", "C", "C", "C", "C", "C", "C", "C", "C", "C", "C", "C", "C", "C", "C", "C", "C", "C", "C", "C", "C", "C", "C", "C", "C", "H", "H", "H", "H", "H", "H", "H", "H", "H", "H", "H", "H", "H", "H", "H", "H", "H", "H", "H", "H", "H", "H", "H", "H", "H", "H", "H", "H", "H", "H"], "coordinates": [[-0.323, 0.416, 0.306], [-6.743, -2.818, -0.530], [-5.110, -2.358, -0.220], [-4.125, -3.343, -0.100], [-2.824, -2.973, 0.133], [-2.435, -1.624, 0.314], [-1.203, -1.397, 0.629], [-3.464, -0.619, 0.178], [-3.240, 0.763, 0.334], [-2.052, 1.342, 0.427], [-1.898, 2.683, 0.688], [-2.884, 3.559, 1.166], [-2.571, 4.887, 1.400], [-1.318, 5.401, 1.119], [-0.301, 4.562, 0.636], [1.007, 4.990, 0.317], [1.936, 4.056, -0.107], [1.600, 2.710, -0.161], [0.372, 2.278, 0.148], [-0.584, 3.179, 0.484], [-4.784, -1.031, -0.100], [-4.389, -4.384, -0.190], [-2.044, -3.717, 0.201], [-4.122, 1.396, 0.358], [-3.873, 3.197, 1.401], [-3.330, 5.530, 1.817], [-1.105, 6.444, 1.290], [1.266, 6.034, 0.412], [2.938, 4.370, -0.362], [2.319, 1.945, -0.428], [-5.548, -0.280, -0.223], [1.532, -0.263, 0.841], [2.771, -0.974, 0.537], [3.554, -0.755, -0.910], [3.479, -1.448, -2.286], [2.341, -1.139, -3.284], [0.776, -0.697, -2.976], [0.320, -0.687, -1.589], [0.685, 0.809, -3.968], [1.717, 1.725, -3.912], [1.637, 2.884, -4.667], [0.523, 3.119, -5.459], [-0.518, 2.203, -5.485], [-0.440, 1.040, -4.736], [-0.141, -1.907, -3.956], [-1.446, -2.160, -3.573], [-2.192, -3.078, -4.292], [-1.625, -3.736, -5.373], [-0.308, -3.489, -5.731], [0.442, -2.560, -5.025], [4.939, -0.828, -3.124], [5.369, 0.461, -2.859], [6.450, 0.974, -3.554], [7.102, 0.198, -4.499], [6.662, -1.090, -4.761], [5.569, -1.604, -4.083], [3.703, -3.225, -2.202], [4.952, -3.721, -1.850], [5.137, -5.088, -1.785], [4.082, -5.947, -2.054], [2.836, -5.437, -2.393], [2.639, -4.070, -2.470], [2.815, -2.767, 0.800], [1.617, -3.458, 0.809], [1.644, -4.828, 1.024], [2.852, -5.473, 1.240], [4.041, -4.761, 1.242], [4.029, -3.395, 1.017], [4.038, -0.289, 1.626], [4.738, 0.834, 1.221], [5.597, 1.462, 2.107], [5.736, 0.966, 3.395], [5.013, -0.145, 3.800], [4.148, -0.773, 2.918], [2.569, 1.522, -3.282], [2.445, 3.600, -4.635], [0.462, 4.019, -6.051], [-1.397, 2.387, -6.085], [-1.245, 0.319, -4.741], [-1.851, -1.648, -2.712], [-3.209, -3.283, -3.999], [-2.216, -4.449, -5.929], [0.147, -4.024, -6.552], [1.471, -2.345, -5.270], [4.855, 1.040, -2.110], [6.790, 1.978, -3.358], [7.951, 0.593, -5.036], [7.170, -1.698, -5.492], [5.208, -2.599, -4.289], [5.757, -3.034, -1.634], [6.104, -5.483, -1.518], [4.231, -7.013, -1.994], [2.022, -6.112, -2.598], [1.675, -3.655, -2.729], [0.693, -2.913, 0.667], [0.726, -5.393, 1.034], [2.869, -6.538, 1.411], [4.978, -5.263, 1.416], [4.943, -2.817, 1.018], [4.607, 1.197, 0.213], [6.153, 2.337, 1.802], [6.402, 1.454, 4.089], [5.119, -0.522, 4.805], [3.566, -1.631, 3.220]]}

---

[2]
{"formula": "C52H40N11OP2STl", "method": "ωB97M-V with the def2-TZVPD basis set", "homo_lumo_gap_ev": 7.1, "de_lowest_ev": 0.0000, "e_lumo_ev": -0.48, "elements": ["Tl", "C", "C", "N", "C", "C", "N", "C", "C", "C", "C", "C", "N", "C", "C", "N", "C", "C", "N", "C", "C", "C", "N", "C", "C", "H", "H", "H", "H", "H", "H", "H", "H", "H", "H", "H", "H", "N", "P", "C", "C", "C", "C", "C", "C", "C", "C", "C", "C", "C", "C", "P", "C", "C", "C", "C", "C", "C", "C", "C", "C", "C", "C", "C", "H", "H", "H", "H", "H", "H", "H", "H", "H", "H", "H", "H", "H", "H", "H", "H", "H", "H", "H", "H", "H", "O", "S", "N", "N", "C", "C", "C", "C", "C", "C", "C", "N", "C", "C", "N", "C", "H", "H", "H", "H", "H", "H", "H"], "coordinates": [[-0.537, -2.290, 0.221], [-1.191, 1.445, 3.579], [-1.520, 0.126, 3.296], [-0.598, -0.821, 3.185], [0.667, -0.445, 3.357], [0.996, 0.882, 3.626], [0.072, 1.830, 3.735], [1.729, -1.479, 3.221], [2.864, -1.425, 4.019], [3.860, -2.375, 3.844], [3.657, -3.355, 2.881], [2.481, -3.350, 2.138], [1.538, -2.423, 2.302], [2.223, -4.400, 1.116], [3.261, -4.969, 0.382], [3.051, -5.901, -0.535], [1.787, -6.262, -0.730], [0.747, -5.693, -0.011], [0.961, -4.767, 0.915], [5.099, -2.339, 4.655], [5.692, -1.128, 4.999], [6.857, -1.140, 5.749], [7.452, -2.252, 6.172], [6.879, -3.407, 5.843], [5.717, -3.504, 5.093], [-1.958, 2.206, 3.664], [-2.553, -0.171, 3.151], [2.031, 1.190, 3.722], [2.957, -0.663, 4.781], [4.401, -4.122, 2.715], [4.284, -4.640, 0.517], [1.596, -7.019, -1.481], [-0.281, -5.984, -0.191], [5.267, -0.189, 4.669], [7.338, -0.208, 6.021], [7.371, -4.304, 6.200], [5.293, -4.476, 4.877], [-0.038, 1.932, 0.107], [-1.692, 1.379, -0.034], [-2.551, 2.787, 0.750], [-3.840, 2.552, 1.226], [-4.574, 3.568, 1.820], [-4.013, 4.830, 1.966], [-2.724, 5.070, 1.510], [-1.998, 4.057, 0.899], [-1.978, 1.729, -1.813], [-2.498, 2.928, -2.300], [-2.662, 3.119, -3.663], [-2.299, 2.121, -4.558], [-1.786, 0.920, -4.088], [-1.645, 0.723, -2.722], [1.118, 0.771, -0.465], [2.602, 1.208, 0.509], [3.526, 0.190, 0.733], [4.714, 0.458, 1.404], [4.970, 1.735, 1.877], [4.049, 2.756, 1.658], [2.879, 2.496, 0.964], [1.642, 1.500, -2.064], [1.154, 2.706, -2.553], [1.554, 3.166, -3.799], [2.448, 2.429, -4.563], [2.946, 1.229, -4.075], [2.543, 0.765, -2.832], [0.179, 2.288, 1.033], [-4.269, 1.558, 1.135], [-5.576, 3.374, 2.181], [-4.577, 5.622, 2.439], [-2.284, 6.053, 1.624], [-1.000, 4.253, 0.527], [-2.775, 3.720, -1.613], [-3.068, 4.054, -4.030], [-2.417, 2.280, -5.622], [-1.486, 0.130, -4.763], [-1.253, -0.229, -2.382], [3.311, -0.811, 0.371], [5.435, -0.336, 1.561], [5.893, 1.945, 2.404], [4.254, 3.757, 2.015], [2.183, 3.304, 0.766], [0.446, 3.273, -1.962], [1.159, 4.101, -4.178], [2.752, 2.786, -5.538], [3.640, 0.646, -4.667], [2.923, -0.180, -2.460], [0.426, -2.779, -3.561], [1.596, -2.829, -2.667], [1.457, -2.633, -1.214], [-9.419, 2.630, -3.196], [-8.546, 1.886, -3.133], [-7.451, 0.957, -3.051], [-7.529, -0.269, -3.708], [-6.480, -1.166, -3.622], [-5.347, -0.830, -2.891], [-5.259, 0.397, -2.246], [-6.314, 1.287, -2.317], [-4.269, -1.738, -2.801], [-3.724, -2.498, -3.820], [-2.647, -3.127, -3.279], [-2.518, -2.784, -1.952], [-3.495, -1.956, -1.703], [-8.416, -0.518, -4.274], [-6.539, -2.131, -4.107], [-4.350, 0.663, -1.724], [-6.251, 2.248, -1.824], [-4.123, -2.472, -4.819], [-1.919, -3.751, -3.766], [-3.695, -1.480, -0.755]]}

---

[3]
{"formula": "C52H41Cl5FeN4OP2STe", "method": "ωB97M-V with the def2-TZVPD basis set", "s2": 6.014, "total_charge": -2, "homo_lumo_gap_ev": [5.5, 5.6], "de_lowest_ev": 1.0687, "spin_multiplicity": 5, "e_lumo_ev": [3.87, 3.87], "elements": ["Fe", "Cl", "C", "C", "C", "Cl", "C", "C", "C", "C", "N", "C", "C", "O", "H", "H", "H", "H", "Te", "C", "C", "C", "N", "C", "C", "C", "P", "C", "C", "C", "C", "C", "C", "C", "C", "C", "C", "C", "C", "P", "C", "C", "C", "C", "C", "C", "C", "C", "C", "C", "C", "C", "H", "H", "H", "H", "H", "H", "H", "H", "H", "H", "H", "H", "H", "H", "H", "H", "H", "H", "H", "H", "H", "H", "H", "H", "Cl", "C", "Cl", "H", "H", "C", "C", "C", "C", "N", "C", "S", "N", "H", "H", "H", "H", "H", "Cl", "C", "C", "C", "C", "C", "C", "C", "H", "H", "H", "H", "H", "H"], "coordinates": [[0.030, 0.224, 0.379], [0.536, -4.719, -1.000], [1.602, -3.856, 0.063], [2.669, -4.549, 0.646], [3.577, -3.906, 1.439], [4.909, -4.819, 2.132], [3.470, -2.516, 1.671], [4.407, -1.739, 2.388], [4.235, -0.389, 2.470], [3.116, 0.200, 1.853], [2.208, -0.497, 1.223], [2.369, -1.836, 1.102], [1.382, -2.494, 0.267], [0.431, -1.828, -0.261], [2.787, -5.604, 0.436], [5.258, -2.225, 2.845], [4.944, 0.234, 3.000], [2.972, 1.275, 1.871], [-0.692, 2.632, -3.564], [-0.875, 1.740, -5.515], [0.254, 1.380, -6.247], [0.101, 0.682, -7.436], [-1.083, 0.321, -7.946], [-2.159, 0.662, -7.234], [-2.109, 1.363, -6.036], [-0.300, 0.736, -2.706], [1.312, 0.619, -1.803], [2.109, -0.888, -2.527], [1.599, -1.521, -3.652], [2.216, -2.654, -4.171], [3.350, -3.174, -3.560], [3.884, -2.536, -2.445], [3.275, -1.391, -1.947], [2.463, 1.855, -2.569], [3.326, 1.538, -3.617], [4.148, 2.507, -4.184], [4.128, 3.810, -3.710], [3.299, 4.132, -2.643], [2.483, 3.165, -2.076], [-1.584, 0.093, -1.537], [-1.895, -1.603, -2.199], [-1.785, -1.882, -3.557], [-2.068, -3.153, -4.043], [-2.484, -4.156, -3.174], [-2.621, -3.879, -1.819], [-2.321, -2.611, -1.338], [-3.185, 0.882, -2.020], [-4.134, 0.291, -2.849], [-5.297, 0.971, -3.200], [-5.540, 2.246, -2.712], [-4.625, 2.827, -1.844], [-3.465, 2.151, -1.499], [1.245, 1.627, -5.882], [0.973, 0.391, -8.017], [-3.116, 0.350, -7.647], [-3.024, 1.594, -5.500], [0.709, -1.107, -4.114], [1.807, -3.133, -5.052], [3.819, -4.073, -3.945], [4.763, -2.943, -1.956], [3.714, -0.876, -1.098], [3.351, 0.533, -4.015], [4.805, 2.236, -5.003], [4.753, 4.569, -4.168], [3.278, 5.142, -2.250], [1.836, 3.429, -1.246], [-1.491, -1.086, -4.234], [-1.965, -3.360, -5.102], [-2.685, -5.153, -3.549], [-2.945, -4.654, -1.133], [-2.407, -2.397, -0.278], [-3.977, -0.705, -3.239], [-6.011, 0.497, -3.863], [-6.439, 2.780, -3.000], [-4.807, 3.817, -1.441], [-2.762, 2.604, -0.808], [-2.539, -4.472, 2.528], [-2.460, -2.722, 2.888], [-1.033, -1.965, 2.199], [-2.427, -2.597, 3.961], [-3.336, -2.256, 2.458], [-1.959, 4.729, 4.452], [-1.222, 5.081, 3.191], [-0.534, 6.282, 3.048], [0.066, 6.487, 1.818], [0.089, 5.582, 0.850], [-0.535, 4.401, 1.102], [-0.408, 3.147, -0.092], [-1.249, 4.176, 2.224], [-2.243, 5.620, 5.015], [-1.322, 4.103, 5.082], [-2.844, 4.142, 4.209], [-0.488, 7.018, 3.840], [0.558, 7.431, 1.594], [-2.821, 0.395, 4.004], [-1.199, 0.223, 4.674], [-1.096, -0.286, 5.956], [0.137, -0.368, 6.588], [1.252, 0.121, 5.903], [1.139, 0.634, 4.628], [-0.092, 0.678, 3.907], [-0.200, 1.145, 2.579], [-1.996, -0.613, 6.464], [0.223, -0.778, 7.587], [2.226, 0.103, 6.380], [2.016, 1.028, 4.135], [0.612, 1.765, 2.210], [-1.189, 1.402, 2.214]]}

---

[4]
{"formula": "C52H42AsBrN7O2Pd", "method": "ωB97M-V with the def2-TZVPD basis set", "s2": 6.075, "total_charge": 3, "homo_lumo_gap_ev": [6.9, 4.6], "spin_multiplicity": 5, "e_lumo_ev": [-7.82, -10.21], "elements": ["Pd", "C", "C", "C", "C", "C", "N", "C", "C", "C", "C", "C", "C", "C", "N", "C", "C", "C", "N", "C", "C", "N", "C", "C", "C", "N", "H", "H", "H", "H", "H", "H", "H", "H", "H", "H", "H", "H", "H", "H", "H", "H", "H", "H", "C", "O", "C", "C", "C", "Br", "C", "C", "C", "O", "C", "N", "C", "C", "C", "C", "C", "C", "N", "H", "H", "H", "H", "H", "H", "H", "H", "H", "H", "H", "C", "C", "C", "C", "C", "C", "As", "C", "C", "C", "C", "C", "C", "C", "C", "C", "C", "C", "C", "H", "H", "H", "H", "H", "H", "H", "H", "H", "H", "H", "H", "H"], "coordinates": [[-1.030, -0.080, 0.536], [0.370, -0.949, 7.328], [-0.352, -0.800, 6.027], [-1.343, -1.713, 5.650], [-1.994, -1.588, 4.448], [-1.699, -0.538, 3.545], [-2.341, -0.485, 2.328], [-3.682, -0.722, 2.283], [-4.529, -0.253, 3.318], [-5.889, -0.419, 3.269], [-6.501, -1.063, 2.188], [-7.984, -1.171, 2.070], [-5.674, -1.558, 1.176], [-4.303, -1.394, 1.209], [-3.542, -2.001, 0.176], [-3.829, -3.205, -0.366], [-3.112, -3.315, -1.531], [-2.406, -2.114, -1.621], [-2.660, -1.314, -0.587], [-0.716, 0.398, 3.943], [-0.056, 0.242, 5.152], [-0.508, 1.579, 3.193], [-0.111, 2.786, 3.675], [-0.181, 3.691, 2.648], [-0.634, 2.952, 1.551], [-0.843, 1.686, 1.896], [-0.244, -1.475, 8.055], [0.665, 0.016, 7.737], [1.283, -1.535, 7.190], [-1.593, -2.533, 6.311], [-2.732, -2.318, 4.146], [-4.083, 0.286, 4.143], [-6.507, -0.035, 4.071], [-8.475, -1.092, 3.037], [-8.280, -2.099, 1.582], [-8.358, -0.354, 1.446], [-6.119, -2.077, 0.337], [-4.505, -3.897, 0.107], [-3.097, -4.142, -2.219], [-1.774, -1.798, -2.429], [0.706, 0.953, 5.446], [0.142, 2.945, 4.708], [0.061, 4.739, 2.690], [-0.852, 3.287, 0.549], [1.055, -2.696, 1.846], [0.772, -1.922, 0.668], [1.173, -2.409, -0.510], [1.934, -3.538, -0.667], [2.317, -3.929, -1.948], [3.415, -5.434, -2.158], [1.908, -3.220, -3.079], [1.137, -2.080, -2.962], [0.752, -1.610, -1.648], [0.084, -0.546, -1.465], [0.716, -1.376, -4.166], [-0.092, -0.311, -4.209], [-0.314, 0.074, -5.520], [-1.082, 1.090, -6.076], [-1.073, 1.180, -7.452], [-0.332, 0.289, -8.247], [0.422, -0.727, -7.697], [0.417, -0.818, -6.311], [1.034, -1.693, -5.429], [0.537, -3.655, 1.805], [0.685, -2.110, 2.683], [2.128, -2.856, 1.954], [2.265, -4.128, 0.176], [2.206, -3.590, -4.051], [-0.451, 0.092, -3.354], [-1.665, 1.762, -5.460], [-1.656, 1.949, -7.940], [-0.357, 0.402, -9.322], [0.979, -1.421, -8.313], [1.640, -2.450, -5.705], [5.129, -1.433, -1.799], [4.459, -0.539, -2.624], [3.422, 0.234, -2.120], [3.067, 0.127, -0.779], [3.746, -0.767, 0.048], [4.777, -1.542, -0.459], [1.645, 1.200, -0.001], [1.479, 2.709, -1.199], [0.816, 2.779, -2.413], [0.826, 3.960, -3.141], [1.484, 5.074, -2.638], [2.135, 5.014, -1.414], [2.139, 3.833, -0.679], [2.801, 3.635, 0.622], [3.549, 4.588, 1.307], [4.145, 4.266, 2.517], [4.011, 2.993, 3.057], [3.260, 2.034, 2.388], [2.673, 2.358, 1.180], [5.940, -2.031, -2.193], [4.759, -0.425, -3.658], [2.916, 0.947, -2.762], [3.479, -0.836, 1.098], [5.316, -2.217, 0.193], [0.297, 1.913, -2.799], [0.328, 4.013, -4.100], [1.485, 5.997, -3.201], [2.642, 5.892, -1.038], [3.674, 5.580, 0.893], [4.725, 5.013, 3.043], [4.491, 2.747, 3.995], [3.143, 1.047, 2.820]]}

---

What electronic energy values result from the calculations? In sequence: -113823.6893, -107119.1341, -196304.8487, -203467.5270 eV.